1.
Density functional theory data (ωB97M-V/def2-TZVPD) for CH4N2OS2 in the gas phase.

structure (SMILES): O=C(NS)NS
frontier orbital gap: 9.67 eV

Last column: natural (NBO) charge in e.
CARTESIAN COORDINATES (ANGSTROEM)
C 0.02632 -0.23461 0.30339  0.776
H -0.04139 -2.98204 -1.00374  0.085
H 0.87390 -0.52404 -1.60440  0.395
H 0.54007 1.60904 -0.34374  0.393
H -1.15873 2.78475 1.60934  0.113
N 0.05090 -0.72429 -1.08307  -0.846
N 0.44204 1.06669 0.50114  -0.793
O -0.21898 -0.94828 1.21715  -0.570
S -0.83812 -2.07353 -1.51048  0.238
S 0.32399 2.02631 1.91440  0.210

***

2.
Density functional theory data (ωB97M-V/def2-TZVPD) for CH4N2OS2 in the gas phase.

structure (SMILES): O=C(NS)NS
frontier orbital gap: 9.68 eV

Last column: natural (NBO) charge in e.
CARTESIAN COORDINATES (ANGSTROEM)
C -0.06787 -0.83127 0.31190  0.766
H -1.76604 1.52104 1.38026  0.092
H 0.61718 0.20539 1.82805  0.378
H -0.51427 -1.37253 -1.57214  0.415
H 1.96100 0.09822 -1.81724  0.107
N 0.41217 0.39080 0.93508  -0.769
N -0.24494 -0.61052 -0.97891  -0.762
O -0.37897 -1.73544 1.05207  -0.583
S -0.67097 1.81207 0.72243  0.152
S 0.65271 0.52224 -1.86148  0.205

***

Computed values of energy above the lowest of the compared OMol25 structures with the same formula, charge and spin (unit: kcal per mole) for the preceding records, in sequence: 32.4, 24.2.